The following is a quantum chemistry calculation of a structure of composition Cl3V, from the OMol25 dataset.

Last column: natural (NBO) charge in e.
CARTESIAN COORDINATES (ANGSTROEM)
V: -0.30441 -0.20698 -0.39380  1.3893
Cl: 0.81853 1.09841 1.44247  -0.4491
Cl: 0.18228 1.21231 -2.16997  -0.4443
Cl: -0.69639 -2.10373 1.12130  -0.4959

Multiplicity ... 3
Expectation value of S² ... 2.08
HOMO-LUMO gap (spin up / spin down) ... 0.262 / 0.314 hartree
E_HOMO (spin up / spin down) ... -10.8 / -10.9 eV
Energy above the lowest of the compared OMol25 structures with the same formula, charge and spin ... 6.6 kcal/mol

=====

The following is a quantum chemistry calculation of a structure of composition C26H40Cl3N4O3SiTi, from the OMol25 dataset.

Last column: Mulliken spin population.
CARTESIAN COORDINATES (ANGSTROEM)
C: 2.51282 1.18267 -2.31091  -0.0025
C: 2.95008 -0.05986 -1.60115  0.0034
H: 3.27026 1.97423 -2.30975  0.0001
H: 1.59982 1.56445 -1.82397  0.0017
H: 2.24109 0.97439 -3.36127  -0.0001
C: 4.18380 -0.33103 -1.14038  -0.0003
C: 5.37592 0.53927 -1.28655  0.0000
H: 4.37089 -1.27957 -0.64379  -0.0002
H: 5.11957 1.52491 -1.69376  0.0000
H: 6.14615 0.09856 -1.93778  0.0000
H: 5.87525 0.70523 -0.32040  0.0000
Ti: -0.79015 -0.06377 0.00351  0.9649
Cl: -1.52199 -1.07419 -1.90642  0.0179
Cl: -1.00159 2.10284 -0.66276  0.0148
C: -0.73488 -3.18965 0.37562  -0.0005
O: -0.73701 -2.04412 0.91105  -0.0011
N: -0.66056 -4.31146 1.09615  0.0017
C: -0.70876 -4.24486 2.54597  -0.0002
C: -0.33800 -5.59056 0.48132  0.0004
H: -0.81565 -3.31472 -0.71851  0.0012
H: -0.97381 -3.23452 2.87688  0.0004
H: 0.26512 -4.52679 2.96767  0.0000
H: -1.45849 -4.95625 2.90939  0.0000
H: -0.23691 -5.46715 -0.60037  -0.0004
H: -1.12510 -6.32490 0.67830  0.0000
H: 0.60826 -5.97340 0.88102  -0.0001
H: 2.55370 1.83971 0.50420  -0.0010
H: 3.91685 0.05211 1.97721  0.0002
C: 1.96036 2.03062 1.41888  -0.0002
C: 3.26434 0.42184 2.79054  0.0011
N: 1.97528 0.84602 2.27429  -0.0009
H: 0.94185 2.30822 1.12891  0.0016
C: 0.89544 0.08475 2.39337  0.0050
O: -0.21631 0.43109 1.88146  0.0102
H: 3.11701 -0.38615 3.51773  0.0000
H: 0.98296 -0.86634 2.95022  -0.0001
H: 2.42700 2.87097 1.95450  0.0012
H: 3.77547 1.26433 3.28091  0.0001
O: 0.94965 -0.37635 -0.42618  -0.0307
C: 1.79426 -1.01187 -1.37359  -0.0032
C: 2.48906 -2.61706 0.47937  0.0003
C: 2.17396 -2.40593 -0.85919  0.0006
H: 2.40592 -1.77825 1.18894  -0.0006
C: 2.95784 -3.86648 0.87960  0.0001
H: 1.22751 -1.08805 -2.32092  -0.0040
C: 2.26625 -3.42554 -1.80487  0.0008
H: 3.27782 -4.00265 1.91840  0.0000
C: 3.04190 -4.89457 -0.06330  0.0000
C: 2.70341 -4.68223 -1.40829  -0.0001
H: 2.02941 -3.16356 -2.84584  -0.0002
H: 3.42038 -5.86974 0.24856  0.0000
H: 2.80073 -5.47017 -2.16053  0.0000
Si: -2.16714 5.88229 -1.77503  0.0004
Cl: -0.12118 5.39823 -2.13116  0.0001
C: -2.26939 6.39045 0.02542  -0.0003
C: -2.97600 4.33793 -2.43500  -0.0007
C: -2.99730 7.38404 -2.63934  0.0000
H: -1.60787 5.75649 0.62996  0.0003
H: -3.29870 6.27984 0.39301  0.0000
H: -1.97778 7.44271 0.17046  0.0000
H: -2.64938 8.37023 -2.30082  0.0000
H: -4.06798 7.33721 -2.37925  0.0000
H: -2.95134 7.37077 -3.73478  0.0000
H: -2.43060 3.46700 -2.04040  0.0060
H: -2.90271 4.31789 -3.53158  0.0000
H: -4.03274 4.25467 -2.14640  -0.0002
N: -7.32084 -0.66549 -1.27138  -0.0001
C: -6.39682 -0.59814 -0.54740  0.0001
C: -5.29723 -0.46852 0.37936  -0.0007
C: -5.51704 -0.50946 1.76168  0.0005
C: -4.42106 -0.42046 2.61855  -0.0007
C: -3.15268 -0.26196 2.05646  0.0066
N: -2.95304 -0.15692 0.73213  0.0087
C: -3.99729 -0.27198 -0.09826  0.0015
H: -6.53446 -0.60747 2.13489  0.0000
H: -4.51411 -0.47269 3.70153  0.0000
H: -2.23784 -0.23149 2.65549  -0.0034
H: -3.75566 -0.24968 -1.16163  0.0007

Multiplicity ... 2
Expectation value of S² ... 0.75
HOMO-LUMO gap (spin up / spin down) ... 0.224 / 0.309 hartree
E_HOMO (spin up / spin down) ... -6.3 / -8.6 eV

=====

The following is a quantum chemistry calculation of a structure of composition C2FI3, from the OMol25 dataset.

Last column: natural (NBO) charge in e.
CARTESIAN COORDINATES (ANGSTROEM)
C: -1.79457 -0.48876 -0.02937  0.2511
C: 0.30777 -0.45539 1.18289  -0.6403
F: -2.69877 -0.58377 0.89221  -0.3339
I: -1.08164 1.42993 -0.19477  0.2109
I: 0.19488 -0.36333 3.30598  0.2430
I: 2.26986 -0.46429 0.40627  0.2692

HOMO-LUMO gap (spin up / spin down) ... 0.247 / 0.247 hartree
E_HOMO (spin up / spin down) ... -8.6 / -8.6 eV
Energy above the lowest of the compared OMol25 structures with the same formula, charge and spin ... 109.5 kcal/mol

=====

The following is a quantum chemistry calculation of a structure of composition C4H4O6Yb, from the OMol25 dataset.

Last column: natural (NBO) charge in e.
CARTESIAN COORDINATES (ANGSTROEM)
O: -0.42359 2.37228 -0.47131  -0.8170
C: -0.70853 1.49466 0.40280  0.3312
C: -0.22971 0.08075 0.22177  -0.0161
O: -0.02101 -0.56081 1.44664  -0.5099
H: -1.54550 0.17628 0.24331  0.3009
H: -0.74505 1.85464 1.44479  0.2734
H: 0.77608 0.17920 -0.22333  0.3033
C: 0.91340 -1.52393 1.52265  0.9698
O: 2.01479 -1.47639 1.05097  -0.5347
O: 0.47730 -2.53281 2.25083  -0.6128
H: -0.32602 -2.29879 2.73706  0.5105
O: 0.47184 0.69445 -3.17394  -0.9053
C: -0.02943 -0.40902 -2.89238  0.8768
O: -0.51831 -0.85030 -1.85223  -0.5376
Yb: -0.10627 2.79979 -2.70763  2.3674

Multiplicity ... 3
Expectation value of S² ... 2.01
HOMO-LUMO gap (spin up / spin down) ... 0.169 / 0.137 hartree
Net charge ... +2
E_HOMO (spin up / spin down) ... -15.6 / -17.3 eV
Energy above the lowest of the compared OMol25 structures with the same formula, charge and spin ... 92.7 kcal/mol

=====

The following is a quantum chemistry calculation of a cluster of 7 separate species, C4H21NO6 in total, from the OMol25 dataset.

Last column: natural (NBO) charge in e.
CARTESIAN COORDINATES (ANGSTROEM)
C: 1.39957 1.00829 1.06048  -0.6999
C: 0.58712 1.40039 -0.16686  -0.4270
C: -0.41766 0.49887 -0.29910  0.0045
N: -1.26167 0.45200 -1.40235  -0.6301
C: -2.31390 -0.54731 -1.20388  -0.4453
H: 1.88810 0.01304 0.99452  0.2286
H: 2.32936 1.57414 1.09980  0.2003
H: 0.80758 0.95870 1.98195  0.1684
H: 0.85816 2.31040 -0.68387  0.2156
H: -0.81364 -0.13590 0.49162  0.2444
H: -1.28334 1.17055 -2.09574  0.4128
H: -2.19503 -1.27967 -2.03023  0.1739
H: -2.26932 -1.12965 -0.29264  0.2488
H: -3.31141 -0.11914 -1.36038  0.1681
H: -1.00132 -2.81995 1.50914  0.4053
H: -1.72908 -3.56736 0.38836  0.4293
O: -1.06339 -2.88484 0.54288  -1.2090
H: -1.70489 1.03258 1.78443  0.4897
H: -1.88345 0.18724 3.17185  0.4722
O: -1.83752 0.18692 2.21612  -1.0579
H: 0.84223 0.92502 -4.02876  0.4713
H: 0.62704 0.68478 -2.64450  0.4929
O: 0.22781 1.23027 -3.34619  -0.9631
H: 0.07965 2.28146 2.58924  0.4778
H: -0.51271 3.50583 2.02613  0.4642
O: -0.62876 2.92180 2.77920  -0.9588
H: 2.29705 -2.50905 1.49360  0.3941
H: 2.44248 -3.24508 0.16482  0.4436
O: 2.27692 -2.37079 0.54196  -1.1993
H: 1.80811 -0.69605 -1.63381  0.4792
H: 3.17542 -0.51146 -1.43998  0.4752
O: 2.58050 -0.52605 -2.20783  -0.9697

Multiplicity ... 2
Expectation value of S² ... 0.75
HOMO-LUMO gap (spin up / spin down) ... 0.095 / 0.279 hartree
Net charge ... -1
E_HOMO (spin up / spin down) ... 0.6 / -4.5 eV
Energy above the lowest of the compared OMol25 structures with the same formula, charge and spin ... 36.6 kcal/mol

=====

The following is a quantum chemistry calculation of the molecule C7H12, from the OMol25 dataset.

Last column: natural (NBO) charge in e.
CARTESIAN COORDINATES (ANGSTROEM)
C: -0.53717 -0.52955 -2.87048  -0.6396
C: -0.19048 0.28806 -1.66125  -0.1825
C: -0.71944 0.12239 -0.45069  -0.1837
C: 1.21344 -1.42669 1.52417  -0.3973
C: 0.53380 -0.48402 2.16925  -0.1798
C: 0.50789 0.94160 1.69562  -0.4339
C: -0.61658 1.14429 0.65618  -0.4258
H: -0.83323 0.15593 -3.67625  0.2152
H: -1.39355 -1.18321 -2.66240  0.2113
H: 0.29732 -1.13677 -3.24365  0.2142
H: 0.47655 1.14006 -1.81787  0.1855
H: -0.50680 2.13586 0.20021  0.2105
H: -1.32359 -0.76658 -0.25096  0.1953
H: 1.82872 -1.16199 0.66521  0.1931
H: 1.12888 -2.48179 1.76820  0.1988
H: -0.11832 -0.74723 3.00239  0.1960
H: 0.35855 1.64246 2.52974  0.2109
H: 1.47190 1.19676 1.23976  0.2057
H: -1.57789 1.15044 1.18279  0.2061

HOMO-LUMO gap ... 0.381 hartree
E_HOMO ... -9.1 eV
SMILES ... C=CCC/C=C/C
Energy above the lowest of the compared OMol25 structures with the same formula, charge and spin ... 26.8 kcal/mol

=====

The following is a quantum chemistry calculation of a cluster of 2 separate species, CH5NS in total, from the OMol25 dataset.

Last column: natural (NBO) charge in e.
CARTESIAN COORDINATES (ANGSTROEM)
C: 1.30840 0.42099 -0.02653  -0.7362
N: -1.63307 -0.18248 -0.12146  -0.8039
S: 0.37575 -0.77833 1.05439  0.1689
H: 0.76735 1.37894 0.12236  0.2372
H: 0.95164 -0.03956 -0.97361  0.2357
H: 2.37261 0.36666 0.20395  0.2345
H: -1.86845 -0.82192 -0.84654  0.3336
H: -2.27423 -0.34430 0.58744  0.3301

HOMO-LUMO gap (spin up / spin down) ... 0.290 / 0.288 hartree
E_HOMO (spin up / spin down) ... -9.0 / -9.0 eV
Energy above the lowest of the compared OMol25 structures with the same formula, charge and spin ... 51.1 kcal/mol

=====

Record order is preserved below.
Max |F|: 3.37, 3.16, 2.70, 5.94, 3.71, 0.32, 4.33 eV/A